78
Properties=species:S:1:pos:R:3:lowdin_charge:R:1 method="wB97M-V/def2-TZVPD" charge=0 homo_ev=-8.37 spin_multiplicity=1 relative_energy_ev=0.403 orbital_gap_ev=8.67
Lu -0.15 -0.44 -0.05 1.6817
C -3.41 -0.34 -4.01 -0.0452
C -3.50 -0.64 -2.54 -0.2933
C -4.28 0.16 -1.72 -0.0474
C -4.42 -0.13 -0.37 -0.0834
C -3.77 -1.23 0.18 -0.1159
C -2.97 -2.02 -0.63 -0.1268
C -2.84 -1.73 -1.99 -0.0686
H -3.18 0.71 -4.18 0.0799
H -4.36 -0.56 -4.50 0.0839
H -2.64 -0.95 -4.49 0.0745
H -4.79 1.02 -2.14 0.1171
H -5.06 0.48 0.26 0.1027
H -3.91 -1.48 1.22 0.0974
H -2.54 -2.94 -0.25 0.1042
H -2.24 -2.37 -2.62 0.1190
N 0.61 1.48 0.80 0.0226
C 1.05 2.01 1.75 -0.3315
N 1.60 2.65 2.68 0.0880
C 1.19 2.94 3.88 -0.3985
N 0.90 3.23 4.97 0.0901
C 3.36 2.69 -5.73 -0.0287
C 2.91 3.36 -4.47 -0.1928
C 3.37 4.62 -4.11 -0.0659
C 2.94 5.23 -2.95 -0.6733
Cl 3.51 6.82 -2.55 0.6574
C 2.05 4.59 -2.10 -0.0933
C 1.58 3.33 -2.45 0.0084
C 1.98 2.73 -3.63 -0.2232
O 1.53 1.51 -4.05 -0.0203
C 0.24 1.15 -3.65 -0.0881
C 0.14 0.55 -2.26 -0.6297
O 1.12 -0.05 -1.75 -0.0595
O -0.97 0.66 -1.65 -0.1298
H 4.12 3.27 -6.24 0.0779
H 2.51 2.55 -6.41 0.0866
H 3.75 1.69 -5.51 0.0869
H 4.08 5.14 -4.76 0.1112
H 1.75 5.06 -1.18 0.1094
H 0.90 2.83 -1.77 0.1026
H -0.09 0.38 -4.35 0.1456
H -0.46 2.00 -3.70 0.1461
O 0.12 -2.50 -0.65 -0.1058
C 1.23 -2.45 -0.03 -0.6069
O 1.40 -1.59 0.89 -0.1092
C 2.34 -3.38 -0.35 -0.1359
C 3.64 -2.90 -0.30 -0.0085
C 4.70 -3.75 -0.58 -0.0685
C 4.44 -5.08 -0.89 -0.0823
C 3.14 -5.56 -0.93 -0.0772
C 2.08 -4.71 -0.68 -0.0187
H 3.81 -1.86 -0.05 0.1237
H 5.72 -3.39 -0.56 0.1056
H 5.27 -5.76 -1.09 0.1033
H 2.96 -6.60 -1.18 0.1033
H 1.06 -5.06 -0.72 0.1178
C -1.85 0.92 6.20 -0.0649
C -2.69 0.07 5.26 -0.2057
N -1.93 -0.61 4.21 -0.0741
C -1.13 -1.76 4.65 -0.1965
C 0.37 -1.48 4.68 -0.0528
C -1.82 -0.16 2.95 -0.4151
C -2.41 1.18 2.61 -0.0005
N -1.28 -0.85 1.99 0.0209
H -2.50 1.51 6.85 0.0806
H -1.20 1.60 5.66 0.0469
H -1.22 0.29 6.83 0.0736
H -3.46 0.68 4.79 0.1045
H -3.21 -0.70 5.83 0.1188
H -1.35 -2.63 4.01 0.1157
H -1.48 -2.03 5.65 0.1177
H 0.77 -1.25 3.70 0.0597
H 0.90 -2.36 5.07 0.0813
H 0.58 -0.63 5.34 0.0753
H -3.50 1.18 2.71 0.0865
H -2.16 1.43 1.58 0.0676
H -2.01 1.96 3.27 0.0906
H -0.95 -1.75 2.32 0.0507